No. 1
This record from OMol25 describes C27H31AuIN4P as an isolated structure. The level of theory is ωB97M-V/def2-TZVPD.

## Properties
- Lowest unoccupied orbital energy: -0.145 eV
- Gap between HOMO and LUMO: 7.12 eV
- DFT total energy: -55543.0957 eV

Each line ends with the natural charge from an NBO analysis.
CARTESIAN COORDINATES (ANGSTROEM)
Au 0.82 -0.18 -0.41  0.556
N -0.91 -0.07 0.54  -1.435
P -1.91 -0.69 -0.47  1.731
C -1.83 -2.50 -0.85  -0.406
C -2.72 -3.15 -1.68  -0.202
C -2.63 -4.52 -1.87  -0.207
C -1.64 -5.25 -1.22  -0.209
C -0.75 -4.61 -0.37  -0.239
C -0.85 -3.24 -0.19  -0.136
C -3.61 -0.54 0.19  -0.416
C -3.70 -0.44 1.58  -0.175
C -4.94 -0.33 2.19  -0.216
C -6.09 -0.31 1.42  -0.206
C -6.00 -0.41 0.04  -0.239
C -4.77 -0.52 -0.58  -0.136
C -2.05 0.07 -2.13  -0.415
C -2.52 1.38 -2.17  -0.124
C -2.51 2.09 -3.36  -0.237
C -2.01 1.50 -4.52  -0.212
C -1.52 0.20 -4.47  -0.209
C -1.54 -0.51 -3.28  -0.200
H -3.50 -2.59 -2.20  0.217
H -3.33 -5.03 -2.53  0.211
H -1.58 -6.32 -1.37  0.211
H 0.01 -5.18 0.14  0.209
H -0.18 -2.72 0.49  0.224
H -2.78 -0.43 2.15  0.243
H -5.01 -0.25 3.27  0.211
H -7.06 -0.21 1.89  0.210
H -6.90 -0.38 -0.57  0.210
H -4.70 -0.58 -1.66  0.205
H -2.89 1.84 -1.26  0.217
H -2.88 3.11 -3.40  0.212
H -1.99 2.05 -5.45  0.210
H -1.13 -0.26 -5.37  0.209
H -1.15 -1.52 -3.24  0.224
C 1.74 2.82 4.00  -0.622
C 2.94 2.64 3.08  0.094
C 4.09 1.96 3.84  -0.630
C 3.39 4.00 2.55  -0.605
N 2.53 1.87 1.89  -0.472
N 1.92 0.61 2.11  -0.682
H 1.99 3.52 4.80  0.210
H 1.45 1.88 4.46  0.209
H 0.89 3.22 3.44  0.223
H 4.44 2.59 4.65  0.214
H 4.93 1.77 3.16  0.202
H 3.77 1.01 4.27  0.202
H 3.69 4.66 3.37  0.208
H 2.58 4.46 2.00  0.222
H 4.24 3.89 1.88  0.199
H 3.33 1.72 1.30  0.335
H 0.95 0.74 2.35  0.378
H 2.38 0.07 2.84  0.324
I 5.95 -3.00 -0.61  0.181
C 4.83 -1.29 -1.10  -0.184
C 5.46 -0.12 -1.50  -0.192
C 4.66 0.97 -1.81  -0.243
C 3.29 0.86 -1.69  0.053
N 2.69 -0.27 -1.27  -0.467
C 3.45 -1.33 -0.99  0.021
H 6.54 -0.07 -1.58  0.236
H 5.10 1.90 -2.14  0.235
H 2.63 1.68 -1.92  0.229
H 2.94 -2.23 -0.69  0.231


No. 2
This record from OMol25 describes one molecule with the formula C4H11NOS. The level of theory is ωB97M-V/def2-TZVPD.

## Properties
- Lowest unoccupied orbital energy: 0.826 eV
- Gap between HOMO and LUMO: 9.68 eV
- SMILES: OCNCCCS
- DFT total energy: -18697.3412 eV

Each line ends with the natural charge from an NBO analysis.
CARTESIAN COORDINATES (ANGSTROEM)
O 1.03 -1.84 -2.43  -0.738
C 0.29 -0.74 -1.82  0.090
N -0.29 -1.09 -0.59  -0.662
C 0.48 -0.85 0.60  -0.233
C 0.53 0.65 0.91  -0.446
C -0.61 1.48 1.74  -0.468
S -2.27 1.91 0.78  -0.107
H 1.54 -1.44 -3.23  0.462
H 0.94 0.03 -1.50  0.156
H -0.39 -0.23 -2.52  0.159
H -1.09 -1.72 -0.44  0.390
H -0.01 -1.29 1.49  0.207
H 1.52 -1.32 0.50  0.198
H 0.49 1.30 -0.05  0.210
H 1.52 1.01 1.21  0.220
H -0.28 2.49 2.07  0.223
H -0.87 1.05 2.77  0.210
H -2.54 0.59 0.51  0.131


No. 3
This record from OMol25 describes a 7-piece molecular cluster, C45H47BF11N3O24S2 overall. The level of theory is ωB97M-V/def2-TZVPD.

## Properties
- Lowest unoccupied orbital energy: -0.413 eV
- Gap between HOMO and LUMO: 7.38 eV
- SMILES: O=C=N[C@H](O[C@@](CC=O)(CCCSC(=S)N(c1ccccc1)c1ccccc1)[C@@H](NC[C@@H]1CO1)C(F)(F)C(F)(F)F)B(O)O.O=C1OC[C@@H](F)O1.O=C1OC[C@@H](F)O1.O=C1OC[C@@H](F)O1.O=C1OC[C@@H](F)O1.O=C1OC[C@@H](F)O1.O=C1OC[C@@H](F)O1
- DFT total energy: -153260.4643 eV

Each line ends with the Löwdin charge.
CARTESIAN COORDINATES (ANGSTROEM)
O 4.20 -3.33 2.32  0.104
C 4.32 -2.07 2.34  -0.200
N 4.28 -0.76 2.33  0.141
C 2.79 -0.42 2.40  -0.238
O 2.39 0.73 1.67  -0.085
C 2.46 0.66 0.22  -0.315
C 2.58 -0.84 -0.39  -0.057
C 2.18 -0.96 -1.96  -0.158
O 2.56 -2.04 -2.54  -0.016
C 0.96 1.13 -0.26  -0.132
C 0.25 2.17 0.74  -0.233
C -1.24 2.56 0.19  -0.460
S -2.28 1.04 0.42  0.818
C -4.08 1.45 0.52  -0.954
S -4.56 2.41 1.84  0.652
N -5.01 0.93 -0.50  -0.119
C -6.44 1.14 -0.17  -0.204
C -7.36 2.12 -1.02  0.008
C -8.88 2.34 -0.73  -0.056
C -9.62 1.59 0.43  -0.068
C -8.73 0.63 1.32  -0.078
C -7.19 0.41 1.02  -0.016
C -4.87 -0.53 -0.73  -0.201
C -5.29 -1.05 -2.17  0.029
C -5.25 -2.58 -2.55  -0.050
C -4.73 -3.60 -1.48  -0.075
C -4.30 -3.14 -0.04  -0.054
C -4.40 -1.60 0.30  -0.026
C 3.64 1.66 -0.22  -0.140
N 4.95 0.96 -0.10  -0.038
C 5.50 0.38 -1.34  -0.126
C 6.38 -1.00 -0.76  -0.164
C 7.94 -1.14 -1.40  -0.003
O 6.69 -2.07 -1.80  -0.169
C 3.42 2.56 -1.52  -0.196
F 2.35 3.55 -1.39  0.022
F 3.16 1.87 -2.74  0.048
C 4.71 3.53 -1.85  -0.248
F 5.49 3.03 -2.96  0.053
F 4.25 4.83 -2.31  0.052
F 5.50 3.81 -0.69  0.077
B 2.55 -0.02 4.01  -0.386
O 3.36 -0.59 5.07  0.091
O 1.46 0.92 4.23  0.097
H 2.12 -1.36 2.27  0.173
H 3.63 -1.32 -0.23  0.120
H 1.85 -1.60 0.13  0.147
H 1.66 -0.15 -2.57  0.124
H 0.33 0.15 -0.22  0.113
H 0.92 1.47 -1.35  0.110
H 0.92 3.11 0.87  0.126
H 0.05 1.73 1.80  0.114
H -1.60 3.42 0.89  0.080
H -1.14 2.93 -0.89  0.087
H -6.87 2.68 -1.89  0.085
H -9.52 3.04 -1.40  0.097
H -10.75 1.72 0.64  0.090
H -9.28 0.09 2.18  0.081
H -6.61 -0.33 1.70  0.094
H -5.66 -0.29 -2.96  0.084
H -5.59 -2.94 -3.59  0.088
H -4.65 -4.74 -1.69  0.095
H -3.93 -3.88 0.75  0.099
H -4.09 -1.25 1.35  0.096
H 3.68 2.46 0.64  0.189
H 5.64 1.49 0.45  0.133
H 6.38 0.97 -1.79  0.114
H 4.76 -0.02 -2.11  0.125
H 6.23 -1.32 0.40  0.134
H 8.17 -0.66 -2.41  0.086
H 8.70 -1.65 -0.71  0.089
H 3.34 -1.56 4.91  0.070
H 1.27 1.01 5.20  0.110
O 10.05 -3.37 0.37  0.166
C 9.60 -3.36 1.48  -0.524
O 8.27 -3.40 1.76  0.067
C 8.16 -3.50 3.18  -0.069
C 9.46 -2.93 3.64  -0.326
F 9.87 -3.52 4.79  0.077
O 10.36 -3.30 2.61  0.142
H 8.04 -4.55 3.46  0.151
H 7.31 -2.94 3.55  0.137
H 9.46 -1.85 3.76  0.176
O -7.14 4.78 -1.57  0.135
C -6.10 5.26 -1.22  -0.508
O -5.76 6.56 -1.42  0.081
C -4.52 6.76 -0.75  -0.066
C -3.96 5.38 -0.69  -0.324
F -3.21 5.21 0.42  0.053
O -5.11 4.57 -0.59  0.099
H -4.71 7.18 0.24  0.151
H -3.88 7.45 -1.30  0.145
H -3.39 5.09 -1.58  0.179
O 9.99 -1.16 -3.56  0.164
C 10.25 -0.07 -3.99  -0.521
O 10.14 1.08 -3.26  0.067
C 10.66 2.12 -4.08  -0.070
C 10.50 1.56 -5.45  -0.326
F 11.47 2.00 -6.28  0.078
O 10.67 0.17 -5.26  0.146
H 11.70 2.30 -3.82  0.149
H 10.10 3.04 -3.93  0.143
H 9.52 1.75 -5.90  0.177
O -8.95 -0.13 -3.61  0.166
C -8.29 0.33 -4.49  -0.528
O -8.74 1.28 -5.36  0.078
C -7.63 1.66 -6.16  -0.069
C -6.74 0.46 -6.06  -0.322
F -5.44 0.81 -6.13  0.079
O -7.00 -0.03 -4.76  0.096
H -7.17 2.56 -5.75  0.149
H -7.94 1.86 -7.19  0.144
H -6.96 -0.32 -6.80  0.178
O 2.63 -3.50 5.28  0.152
C 2.17 -3.48 6.39  -0.511
O 0.84 -3.52 6.67  0.088
C 0.72 -3.60 8.08  -0.064
C 2.02 -3.03 8.54  -0.322
F 2.42 -3.60 9.70  0.083
O 2.92 -3.40 7.52  0.151
H 0.60 -4.65 8.37  0.151
H -0.14 -3.04 8.44  0.146
H 2.02 -1.94 8.65  0.179
O -6.42 -4.82 1.84  0.151
C -7.35 -4.33 1.26  -0.524
O -7.24 -3.40 0.27  0.036
C -8.55 -3.19 -0.24  -0.062
C -9.41 -3.60 0.91  -0.324
F -10.58 -4.12 0.47  0.076
O -8.66 -4.63 1.52  0.140
H -8.70 -3.81 -1.13  0.150
H -8.69 -2.14 -0.51  0.139
H -9.60 -2.81 1.63  0.169


No. 4
This record from OMol25 describes C50H58LaN5O3 as an isolated structure. The level of theory is ωB97M-V/def2-TZVPD.

## Properties
- Lowest unoccupied orbital energy: 3.907 eV
- Net charge: -2
- Gap between HOMO and LUMO: 3.40 eV
- DFT total energy: -67242.6070 eV

Each line ends with the Löwdin charge.
CARTESIAN COORDINATES (ANGSTROEM)
La -0.31 -0.48 -0.09  1.811
C 6.10 -0.48 0.21  -0.079
O 5.34 0.63 -0.19  -0.068
C 5.77 1.86 0.19  -0.226
C 7.07 2.14 0.56  -0.038
C 7.49 3.44 0.82  -0.122
C 6.58 4.48 0.67  -0.123
C 5.27 4.21 0.33  -0.021
C 4.81 2.91 0.12  -0.171
N 3.48 2.69 -0.20  0.156
C 2.65 1.64 0.24  -0.342
N 2.95 1.18 1.49  0.143
C 2.35 0.28 2.37  -0.205
C 1.15 -0.41 2.13  -0.204
C 0.67 -1.15 3.23  -0.204
C 1.33 -1.26 4.45  -0.128
C 2.55 -0.61 4.63  -0.068
C 3.04 0.15 3.60  -0.222
O 4.24 0.85 3.68  -0.121
C 4.99 0.71 4.86  -0.117
N 1.67 1.23 -0.47  0.024
C 1.32 1.82 -1.71  -0.241
C 1.33 0.84 -2.87  -0.395
C 0.97 1.56 -4.15  -0.131
C 0.62 2.87 -4.21  -0.194
C 0.62 3.73 -3.07  -0.151
C 1.00 3.15 -1.85  -0.304
O 1.08 3.93 -0.69  -0.158
C 0.09 4.92 -0.55  -0.105
H 5.49 -1.36 -0.02  0.089
H 6.30 -0.46 1.28  0.096
H 7.05 -0.55 -0.34  0.086
H 7.80 1.34 0.62  0.096
H 8.51 3.63 1.10  0.087
H 6.89 5.50 0.85  0.090
H 4.55 5.02 0.24  0.113
H 2.97 3.46 -0.59  0.119
H 3.73 1.65 1.91  0.116
H -0.28 -1.67 3.14  0.082
H 0.91 -1.85 5.25  0.084
H 3.07 -0.71 5.57  0.086
H 5.87 1.34 4.74  0.086
H 5.30 -0.32 5.02  0.091
H 4.43 1.05 5.74  0.088
H 2.37 0.46 -2.95  0.107
H 0.93 0.94 -5.05  0.075
H 0.34 3.31 -5.17  0.076
H 0.32 4.76 -3.15  0.055
H 0.03 5.15 0.52  0.077
H -0.88 4.57 -0.89  0.087
H 0.36 5.83 -1.09  0.076
C -6.10 -1.99 1.66  -0.066
C -5.52 -2.44 0.32  -0.379
C -6.32 -3.62 -0.24  -0.072
C -5.47 -1.27 -0.67  -0.148
C -6.66 -0.60 -0.93  -0.067
C -6.68 0.54 -1.72  -0.094
C -5.49 1.03 -2.22  -0.046
C -4.29 0.38 -2.00  -0.130
C -3.01 0.94 -2.59  -0.377
C -3.00 0.78 -4.12  -0.058
C -2.76 2.39 -2.19  -0.045
C -4.27 -0.81 -1.24  -0.180
N -3.05 -1.46 -1.03  0.049
C -2.95 -2.72 -1.30  -0.122
C -1.87 -3.59 -1.03  -0.338
C -1.92 -4.97 -1.31  -0.073
C -0.70 -5.49 -0.90  -0.073
C 0.04 -4.41 -0.40  -0.296
N -0.66 -3.26 -0.47  0.038
C 1.47 -4.46 0.10  -0.549
C 2.33 -3.48 -0.71  -0.041
C 2.04 -5.87 -0.07  -0.082
C 1.53 -4.09 1.59  -0.045
H -6.03 -2.81 2.39  0.074
H -7.15 -1.71 1.57  0.067
H -5.55 -1.14 2.05  0.070
H -4.50 -2.77 0.50  0.118
H -7.36 -3.33 -0.41  0.069
H -6.31 -4.46 0.47  0.073
H -5.90 -3.97 -1.18  0.067
H -7.59 -0.96 -0.50  0.098
H -7.62 1.05 -1.92  0.088
H -5.50 1.94 -2.81  0.105
H -2.18 0.35 -2.21  0.060
H -3.79 1.39 -4.57  0.070
H -3.17 -0.26 -4.39  0.079
H -2.04 1.10 -4.51  0.065
H -3.52 3.06 -2.60  0.071
H -1.78 2.71 -2.57  0.064
H -2.76 2.50 -1.11  0.070
H -3.79 -3.21 -1.81  0.125
H -2.76 -5.50 -1.75  0.087
H -0.39 -6.52 -0.97  0.078
H 2.34 -3.76 -1.76  0.089
H 3.36 -3.47 -0.34  0.075
H 1.93 -2.47 -0.64  0.046
H 2.01 -6.19 -1.12  0.078
H 1.48 -6.59 0.53  0.076
H 3.08 -5.89 0.26  0.075
H 1.14 -3.09 1.75  0.038
H 2.57 -4.11 1.94  0.084
H 0.95 -4.80 2.18  0.087
C 0.43 -0.41 -2.62  -0.307
H -0.43 -0.32 -3.31  -0.010
H 0.98 -1.30 -2.98  -0.004
C -3.22 3.12 2.80  -0.143
C -1.88 3.29 2.48  -0.133
C -1.22 2.33 1.71  -0.176
C -1.84 1.16 1.22  -0.292
C -3.20 1.04 1.58  -0.175
C -3.87 1.99 2.35  -0.135
H -3.74 3.86 3.39  0.078
H -1.34 4.17 2.83  0.082
H -0.17 2.51 1.48  0.070
H -3.76 0.17 1.24  0.053
H -4.92 1.84 2.59  0.081